*one*
Below is a 2-piece molecular cluster, C2H4ClN2 overall, with properties calculated with ωB97M-V/def2-TZVPD.

Each line ends with the natural charge from an NBO analysis.
Element x y z (Å)
C: -1.328 -0.318 -0.057  0.123
C: -0.051 -0.946 0.241  -0.820
N: -1.179 2.132 -0.366  0.222
N: -1.364 3.140 0.129  -0.171
Cl: -2.803 -0.865 0.058  0.294
H: 0.599 -1.024 -0.679  0.318
H: 0.593 -0.298 1.001  0.307
H: -0.117 -2.010 0.645  0.255
H: -1.549 3.807 0.856  0.471

Its net charge is +1. As for the HOMO energy (alpha / beta): -13.3 / -12.2 eV. Its spin multiplicity is 1. The value obtained for the HOMO-LUMO gap (alpha / beta) is 0.286 / 0.236 Ha.

***

*two*
Below is a 2-piece molecular cluster, C2H4ClN2 overall, with properties calculated with ωB97M-V/def2-TZVPD.

Each line ends with the natural charge from an NBO analysis.
Element x y z (Å)
C: -0.401 -0.752 0.471  0.253
C: 1.049 1.246 0.797  0.731
N: 0.213 0.359 0.635  -0.430
N: 1.597 2.212 1.204  -0.459
Cl: -1.398 -1.467 -2.270  -0.300
H: 0.184 -1.558 0.295  0.214
H: -1.381 -0.732 0.556  0.217
H: 2.466 2.607 1.354  0.459
H: -2.331 -1.917 -3.043  0.316

Its net charge is +1. As for the HOMO energy: -15.5 eV. Its spin multiplicity is 1. The value obtained for the HOMO-LUMO gap is 0.324 Ha.

***

Name the most stable of them. *two*.